[1]
The following is a DFT calculation (ωB97M-V/def2-TZVPD) of a 6-piece molecular cluster, C19H37Cl10NO4 overall in a non-equilibrium geometry.

SMILES: COCCCCCCC[C@H]1OC(=O)O[C@H]1CCCN.ClCCl.ClCCl.ClCCl.ClCCl.ClCCl
ΔE to the lowest compared entry with this formula, charge and spin: 0.000 eV
HOMO level: -9.05 eV
Molecular weight: 698.0 g mol⁻¹
Total energy: -155206.8122 eV

```
! RIJCOSX wB97M-V def2-TZVPD def2/J DEFGRID3
* xyz 0 1
C -3.400 -1.563 -3.583
O -2.054 -1.863 -3.294
C -1.208 -0.742 -3.405
C 0.053 -0.970 -2.636
C -0.145 -1.535 -1.252
C 1.177 -1.470 -0.458
C 1.162 -0.406 0.605
C 2.565 -0.076 1.106
C 2.644 0.128 2.607
C 1.788 1.268 3.141
O 1.074 1.982 2.128
C -0.241 1.761 2.232
O -1.121 2.243 1.466
O -0.479 0.930 3.280
C 0.680 1.022 4.146
C 0.821 -0.031 5.202
C -0.483 -0.659 5.655
C -1.077 -1.772 4.749
N -0.424 -2.068 3.493
H -3.475 -0.791 -4.337
H -3.920 -1.270 -2.687
H -3.859 -2.460 -3.974
H -0.949 -0.598 -4.452
H -1.707 0.162 -3.071
H 0.572 -0.025 -2.557
H 0.694 -1.648 -3.182
H -0.873 -0.921 -0.743
H -0.506 -2.544 -1.317
H 1.354 -2.443 -0.021
H 1.974 -1.258 -1.152
H 0.563 -0.728 1.448
H 0.696 0.483 0.211
H 3.183 -0.931 0.883
H 2.961 0.792 0.602
H 3.666 0.356 2.852
H 2.393 -0.813 3.065
H 2.466 1.956 3.623
H 0.546 1.959 4.676
H 1.530 -0.797 4.941
H 1.237 0.472 6.060
H -1.224 0.110 5.802
H -0.285 -1.094 6.621
H -2.079 -1.473 4.492
H -1.142 -2.690 5.312
H -0.595 -1.368 2.795
H 0.556 -2.272 3.578
Cl -5.675 0.964 -2.868
C -4.839 1.908 -1.621
Cl -3.665 0.947 -0.723
H -4.324 2.717 -2.119
H -5.580 2.277 -0.924
Cl -6.172 -0.538 4.014
C -4.825 0.107 3.062
Cl -4.148 -1.094 1.962
H -5.186 0.941 2.473
H -4.046 0.432 3.739
Cl 4.113 -2.637 -3.398
C 5.037 -1.338 -2.634
Cl 5.114 -1.535 -0.874
H 6.040 -1.356 -3.022
H 4.556 -0.393 -2.854
Cl -2.943 4.053 -3.910
C -3.796 3.453 -5.341
Cl -2.887 2.185 -6.167
H -4.747 3.041 -5.024
H -3.941 4.279 -6.025
Cl 6.515 -0.132 -5.352
C 7.424 1.160 -4.550
Cl 7.497 0.955 -2.789
H 8.435 1.155 -4.936
H 6.937 2.103 -4.763
*
```

Calculated atomic charges, method Mulliken, unit e: C -0.585; O -0.359; C -0.396; C -0.691; C -0.478; C -0.499; C 1.086; C -0.756; C -1.199; C 0.369; O -0.363; C 0.380; O -0.682; O -0.188; C 0.007; C -1.198; C -0.656; C -0.508; N -0.459; H 0.265; H 0.167; H 0.297; H 0.336; H 0.294; H 0.334; H 0.212; H 0.053; H 0.392; H 0.371; H 0.098; H -0.718; H 0.285; H 0.040; H 0.318; H 0.407; H 0.424; H 0.573; H 0.545; H 0.326; H 0.530; H 0.382; H 0.409; H 0.033; H 0.440; H 0.014; H 0.360; Cl -0.173; C -0.041; Cl -0.052; H -0.074; H 0.342; Cl -0.185; C -0.062; Cl -0.149; H 0.289; H 0.081; Cl -0.161; C -0.321; Cl -0.121; H 0.326; H 0.247; Cl -0.167; C -0.195; Cl -0.141; H 0.170; H 0.331; Cl -0.129; C -0.243; Cl -0.129; H 0.280; H 0.266

[2]
The following is a DFT calculation (ωB97M-V/def2-TZVPD) of C19H37N2PY as an isolated structure in a non-equilibrium geometry.

HOMO level: -2.59 eV
Molecular weight: 413.4 g mol⁻¹
Total energy: -33615.5543 eV

```
! RIJCOSX wB97M-V def2-TZVPD def2/J DEFGRID3
* xyz -1 1
C -0.818 1.073 -2.070
C 0.547 0.848 -2.338
C 1.329 1.682 -1.466
C 0.404 2.430 -0.669
C -0.927 2.047 -1.033
Y 0.223 -0.220 0.150
N -1.561 -1.421 -0.086
C -0.779 -2.648 -0.329
C 0.609 -2.358 -0.839
H 2.405 1.709 -1.404
H 0.950 0.129 -3.059
H 0.661 3.140 0.106
H -1.852 2.436 -0.614
H -1.664 0.562 -2.547
H 0.663 -2.269 -1.937
H -1.266 -3.388 -0.996
H -2.530 -1.574 0.233
H 1.505 -2.575 -0.224
H -0.876 -2.957 0.723
C 3.146 0.923 5.123
C 2.647 0.684 3.673
C 2.704 1.978 2.853
C 3.530 -0.372 2.971
P 0.833 0.048 3.713
N 0.569 -0.355 2.212
C 0.549 -1.458 4.812
C 0.405 -1.000 6.284
C -0.705 -2.215 4.312
C 1.755 -2.404 4.688
C -0.456 1.374 4.024
C -0.677 2.250 2.770
C -1.835 0.749 4.343
C -0.025 2.271 5.193
H 4.143 1.363 5.082
H 3.220 -0.010 5.679
H 2.505 1.616 5.666
H 3.754 2.287 2.710
H 2.293 1.819 1.847
H 2.184 2.816 3.329
H 3.755 -1.226 3.617
H 3.017 -0.741 2.075
H 4.491 0.074 2.662
H -0.509 -0.432 6.475
H 0.365 -1.888 6.923
H 1.264 -0.403 6.630
H -0.703 -2.226 3.214
H -0.676 -3.254 4.673
H -1.634 -1.762 4.666
H 1.940 -2.654 3.637
H 2.665 -1.999 5.138
H 1.529 -3.339 5.220
H -1.142 1.663 1.966
H -1.397 3.030 3.049
H 0.232 2.757 2.423
H -1.864 0.238 5.306
H -2.555 1.578 4.390
H -2.153 0.068 3.542
H 0.163 1.708 6.114
H 0.847 2.886 4.950
H -0.859 2.952 5.393
*
```

Calculated atomic charges, method Mulliken, unit e: C -0.349; C -0.467; C -0.869; C -0.471; C -0.570; Y 0.716; N -0.554; C -0.231; C -1.010; H 0.443; H 0.433; H 0.549; H 0.415; H 0.329; H 0.284; H 0.340; H 0.075; H 0.264; H 0.122; C -1.813; C 1.810; C -1.585; C -1.541; P 0.733; N -0.504; C 2.009; C -1.774; C -1.612; C -1.915; C 2.127; C -1.828; C -2.021; C -1.977; H 0.519; H 0.246; H 0.264; H 0.590; H 0.089; H 0.236; H 0.291; H 0.168; H 0.481; H 0.241; H 0.516; H 0.242; H 0.239; H 0.505; H 0.299; H 0.355; H 0.249; H 0.624; H 0.275; H 0.572; H 0.125; H 0.318; H 0.586; H 0.295; H 0.273; H 0.297; H 0.548

[3]
The following is a DFT calculation (ωB97M-V/def2-TZVPD) of C19H37NO7Rb as an isolated structure in a non-equilibrium geometry.

HOMO level: -2.16 eV
Molecular weight: 477.0 g mol⁻¹
Total energy: -36777.9639 eV

```
! RIJCOSX wB97M-V def2-TZVPD def2/J DEFGRID3
* xyz -1 1
Rb -0.507 -1.176 0.475
O -5.518 -5.518 -2.464
C -4.336 -4.976 -2.528
O -3.788 -4.451 -1.540
O -3.706 -4.986 -3.612
H -5.836 -5.262 -1.595
C 2.788 3.581 -4.214
C 2.112 3.176 -2.901
C 2.005 4.569 -2.056
C 0.917 5.514 -2.497
C -0.410 4.746 -2.458
C -0.393 3.480 -3.407
N 0.743 2.585 -3.027
O 0.715 1.290 -3.693
C -0.460 3.893 -4.887
C -1.713 2.748 -3.007
C 3.056 2.263 -2.051
H 2.771 2.738 -4.905
H 3.840 3.865 -4.165
H 2.215 4.363 -4.713
H 2.965 5.080 -1.993
H 1.780 4.269 -1.032
H 1.116 5.880 -3.504
H 0.763 6.380 -1.853
H -1.327 5.331 -2.527
H -0.532 4.475 -1.409
H -0.038 4.898 -4.890
H -1.473 3.890 -5.289
H 0.074 3.201 -5.537
H -1.882 1.811 -3.538
H -2.572 3.394 -3.188
H -1.741 2.499 -1.946
H 2.996 1.241 -2.424
H 2.746 2.231 -1.006
H 4.073 2.636 -2.176
C 2.608 -5.014 -3.105
C 3.433 -5.108 -1.912
O 3.094 -4.622 -0.864
C 4.657 -6.020 -1.929
H 2.332 -6.037 -3.359
H 3.104 -4.449 -3.894
H 1.656 -4.551 -2.842
H 4.397 -6.922 -1.374
H 5.556 -5.538 -1.545
H 4.917 -6.330 -2.941
C -4.560 -1.543 4.484
C -4.410 -0.029 4.559
O -3.972 0.612 3.583
C -4.741 0.654 5.884
H -4.247 -2.000 3.545
H -5.615 -1.787 4.607
H -3.974 -2.121 5.198
H -5.648 0.316 6.385
H -4.823 1.736 5.779
H -3.894 0.413 6.526
C 1.299 -1.127 8.103
C 0.784 -1.846 6.927
O 0.648 -1.292 5.821
C 0.468 -3.320 7.122
H 0.498 -0.991 8.830
H 1.707 -0.156 7.823
H 2.109 -1.663 8.596
H -0.067 -3.647 6.230
H -0.113 -3.333 8.045
H 1.350 -3.943 7.271
*
```

Calculated atomic charges, method Mulliken, unit e: Rb 0.959; O -0.438; C 0.636; O -0.743; O -0.746; H 0.294; C -1.703; C 1.527; C -1.205; C -0.586; C -1.486; C 1.785; N 0.246; O -0.876; C -1.697; C -1.854; C -1.735; H 0.365; H 0.399; H 0.327; H 0.392; H 0.367; H 0.288; H 0.373; H 0.431; H 0.417; H 0.307; H 0.410; H 0.318; H 0.356; H 0.437; H 0.356; H 0.392; H 0.330; H 0.353; C -0.998; C 0.730; O -0.572; C -0.990; H 0.312; H 0.300; H 0.320; H 0.276; H 0.320; H 0.303; C -1.032; C 0.809; O -0.570; C -0.972; H 0.301; H 0.297; H 0.294; H 0.337; H 0.295; H 0.246; C -1.091; C 0.825; O -0.582; C -0.998; H 0.304; H 0.305; H 0.330; H 0.270; H 0.317; H 0.321

[4]
The following is a DFT calculation (ωB97M-V/def2-TZVPD) of a 5-piece molecular cluster, C19H37O13S5 overall in a non-equilibrium geometry.

HOMO level: -4.78 eV
Molecular weight: 633.8 g mol⁻¹
Total energy: -101093.7900 eV

```
! RIJCOSX wB97M-V def2-TZVPD def2/J DEFGRID3
* xyz -1 1
O 1.118 -3.062 2.982
C 0.882 -1.749 3.075
O 2.046 -0.821 2.888
C -0.557 -1.037 3.411
C -1.841 -2.067 3.371
S -3.387 -0.947 3.409
O -3.850 -0.536 1.973
O -4.602 -1.623 4.107
O -3.066 0.490 4.318
H 1.760 0.102 3.207
H -0.521 -0.513 4.482
H -0.744 -0.168 2.642
H -1.906 -2.658 2.351
H -1.834 -2.829 4.270
C -3.124 0.911 -3.066
C -4.463 0.902 -2.331
C -4.171 0.685 -0.847
S -2.538 1.349 -0.557
O -1.654 0.260 -0.199
O -2.648 2.553 0.242
C -2.210 1.810 -2.247
H -3.227 1.271 -4.094
H -2.715 -0.106 -3.103
H -4.963 1.868 -2.471
H -5.133 0.128 -2.719
H -4.893 1.207 -0.214
H -4.154 -0.379 -0.594
H -1.152 1.669 -2.475
H -2.484 2.863 -2.366
C -2.605 -4.246 -5.804
C -3.500 -4.544 -4.602
C -3.591 -3.266 -3.770
S -3.362 -1.910 -4.911
O -2.126 -1.233 -4.580
O -4.617 -1.200 -5.066
C -3.088 -2.913 -6.358
H -2.660 -5.037 -6.558
H -1.562 -4.161 -5.477
H -4.499 -4.828 -4.953
H -3.113 -5.376 -4.006
H -4.566 -3.171 -3.284
H -2.795 -3.217 -3.022
H -2.361 -2.432 -7.014
H -4.046 -3.025 -6.874
C 2.651 2.840 -0.338
C 1.655 3.847 0.236
C 1.352 4.867 -0.860
S 1.585 4.016 -2.414
O 2.708 4.615 -3.104
O 0.297 3.823 -3.050
C 2.115 2.466 -1.712
H 2.757 1.962 0.305
H 3.638 3.310 -0.435
H 0.733 3.326 0.520
H 2.046 4.337 1.133
H 0.324 5.232 -0.797
H 2.049 5.709 -0.828
H 2.865 2.002 -2.354
H 1.237 1.819 -1.628
C 7.000 -0.161 5.205
C 6.421 -1.142 4.187
C 4.911 -1.201 4.413
S 4.446 0.383 5.096
O 3.978 0.182 6.451
O 3.679 1.120 4.111
C 6.093 1.060 5.163
H 8.037 0.099 4.974
H 6.978 -0.611 6.205
H 6.628 -0.780 3.172
H 6.873 -2.135 4.279
H 4.370 -1.367 3.478
H 4.645 -1.974 5.140
H 6.198 1.703 6.038
H 6.255 1.639 4.248
*
```

Calculated atomic charges, method Mulliken, unit e: O -0.612; C 0.527; O -0.431; C -0.391; C -0.572; S 0.976; O -0.584; O -0.684; O -0.720; H 0.322; H 0.360; H 0.210; H 0.292; H 0.304; C -0.225; C -0.657; C -0.786; S 1.261; O -0.645; O -0.722; C -0.698; H 0.485; H 0.031; H 0.297; H 0.348; H 0.438; H 0.318; H 0.199; H 0.335; C -0.537; C -0.661; C -0.654; S 1.275; O -0.683; O -0.705; C -0.809; H 0.343; H 0.287; H 0.287; H 0.327; H 0.402; H 0.383; H 0.398; H 0.340; C -0.572; C -0.550; C -0.624; S 1.109; O -0.704; O -0.594; C -0.487; H 0.306; H 0.275; H 0.201; H 0.340; H 0.361; H 0.358; H 0.455; H 0.162; C -0.581; C -0.731; C -0.391; S 1.119; O -0.669; O -0.613; C -0.707; H 0.344; H 0.292; H 0.309; H 0.334; H 0.207; H 0.376; H 0.378; H 0.332

[5]
The following is a DFT calculation (ωB97M-V/def2-TZVPD) of a 7-piece molecular cluster, C19H37O21 overall in a non-equilibrium geometry.

ΔE to the lowest compared entry with this formula, charge and spin: 4.248 eV
HOMO level: -3.56 eV
Molecular weight: 601.5 g mol⁻¹
Total energy: -63298.2258 eV

```
! RIJCOSX wB97M-V def2-TZVPD def2/J DEFGRID3
* xyz -1 1
O -1.702 -0.002 1.368
C -2.804 0.825 1.413
O -3.446 0.979 0.352
O -3.070 1.353 2.456
H -1.311 0.089 2.239
C 4.198 -2.241 -2.955
O 3.594 -1.651 -4.078
C 4.401 -1.590 -5.165
O 5.590 -1.745 -5.216
O 3.597 -1.327 -6.216
C 4.193 -1.024 -7.456
H 3.553 -2.173 -2.079
H 5.115 -1.714 -2.690
H 4.273 -3.323 -3.061
H 4.229 -1.947 -8.035
H 5.184 -0.573 -7.414
H 3.622 -0.346 -8.091
C -5.011 -4.025 5.963
O -5.809 -4.767 6.850
C -5.215 -5.720 7.640
O -4.115 -5.711 8.123
O -6.067 -6.843 7.838
C -7.410 -6.758 7.790
H -4.254 -4.486 5.328
H -4.438 -3.281 6.516
H -5.592 -3.460 5.234
H -7.806 -7.677 8.222
H -7.828 -6.571 6.801
H -7.654 -5.920 8.443
C 8.236 4.591 4.194
O 7.007 4.886 3.472
C 6.487 3.876 2.574
O 6.862 2.705 2.432
O 5.260 4.341 2.094
C 4.370 3.415 1.555
H 9.056 4.543 3.477
H 8.302 3.687 4.798
H 8.335 5.446 4.863
H 4.887 2.818 0.804
H 3.474 3.805 1.073
H 4.031 2.811 2.396
C 0.511 0.094 9.913
O -0.202 0.913 9.034
C 0.353 2.046 8.509
O -0.257 2.973 7.923
O 1.695 2.082 8.747
C 2.475 3.224 8.379
H 1.258 -0.578 9.492
H -0.135 -0.534 10.527
H 1.153 0.787 10.457
H 2.328 3.348 7.306
H 3.453 2.850 8.681
H 2.330 4.171 8.899
C -2.599 -4.116 -3.936
O -2.436 -4.053 -5.347
C -3.073 -3.153 -6.097
O -3.728 -2.137 -5.666
O -2.889 -3.455 -7.327
C -3.468 -2.662 -8.365
H -1.920 -3.443 -3.413
H -2.366 -5.111 -3.557
H -3.646 -3.893 -3.728
H -4.536 -2.880 -8.392
H -3.031 -3.015 -9.299
H -3.367 -1.578 -8.307
C -2.910 5.110 -10.156
O -1.659 4.901 -9.423
C -1.847 4.528 -8.147
O -2.950 4.213 -7.732
O -0.687 4.379 -7.557
C -0.624 3.696 -6.340
H -2.749 5.303 -11.216
H -3.446 5.950 -9.715
H -3.637 4.315 -9.987
H 0.317 3.864 -5.817
H -0.678 2.647 -6.630
H -1.359 3.915 -5.566
*
```

Calculated atomic charges, method Mulliken, unit e: O -0.488; C 0.635; O -0.755; O -0.689; H 0.296; C -0.674; O -0.266; C 0.749; O -0.525; O -0.278; C -0.711; H 0.258; H 0.293; H 0.292; H 0.284; H 0.318; H 0.260; C -0.662; O -0.290; C 0.676; O -0.502; O -0.299; C -0.589; H 0.308; H 0.285; H 0.286; H 0.228; H 0.251; H 0.308; C -0.604; O -0.274; C 0.678; O -0.528; O -0.281; C -0.584; H 0.286; H 0.291; H 0.232; H 0.267; H 0.242; H 0.275; C -0.579; O -0.292; C 0.775; O -0.564; O -0.339; C -0.604; H 0.269; H 0.252; H 0.287; H 0.289; H 0.221; H 0.284; C -0.604; O -0.309; C 0.822; O -0.605; O -0.302; C -0.643; H 0.277; H 0.218; H 0.312; H 0.300; H 0.229; H 0.306; C -0.648; O -0.327; C 0.830; O -0.568; O -0.319; C -0.633; H 0.237; H 0.294; H 0.301; H 0.234; H 0.291; H 0.308

[6]
The following is a DFT calculation (ωB97M-V/def2-TZVPD) of C19H37O9Rb as an isolated structure in a non-equilibrium geometry.

ΔE to the lowest compared entry with this formula, charge and spin: 0.000 eV
HOMO level: -8.94 eV
Molecular weight: 495.0 g mol⁻¹
Total energy: -39387.0112 eV

```
! RIJCOSX wB97M-V def2-TZVPD def2/J DEFGRID3
* xyz 0 1
Rb -2.482 0.023 -3.681
O 0.472 -0.612 -0.186
C -0.234 -0.232 -1.298
O -1.226 0.532 -1.182
O 0.084 -0.732 -2.404
H -0.051 -0.109 0.478
C 2.703 1.894 -2.368
C 1.890 3.167 -2.493
O 2.051 4.136 -1.810
C 0.742 3.090 -3.499
H 2.997 1.500 -3.334
H 2.043 1.181 -1.858
H 3.504 2.047 -1.643
H 0.992 3.735 -4.343
H -0.167 3.385 -2.981
H 0.662 2.070 -3.873
C -0.039 -2.330 2.912
C -0.044 -3.139 4.197
O -1.068 -3.254 4.840
C 1.237 -3.842 4.616
H -1.010 -2.414 2.428
H 0.685 -2.767 2.219
H 0.217 -1.283 3.074
H 1.359 -4.766 4.051
H 1.166 -4.083 5.672
H 2.053 -3.154 4.381
C 0.641 -3.959 -0.774
C 0.605 -4.963 -1.881
O 0.229 -4.653 -2.990
C 0.960 -6.405 -1.580
H -0.203 -4.107 -0.092
H 0.565 -2.950 -1.176
H 1.527 -4.042 -0.139
H 0.710 -7.004 -2.454
H 0.387 -6.806 -0.744
H 2.029 -6.493 -1.384
C 3.737 -1.445 -0.158
C 3.446 -0.921 1.216
O 3.478 -1.666 2.171
C 3.143 0.556 1.396
H 3.518 -2.512 -0.218
H 4.781 -1.346 -0.459
H 3.096 -0.978 -0.911
H 4.032 1.157 1.198
H 2.854 0.750 2.426
H 2.332 0.797 0.711
C -5.193 4.452 -2.117
C -4.381 3.757 -1.078
O -4.813 3.496 0.023
C -2.932 3.434 -1.390
H -6.231 4.471 -1.787
H -5.124 3.945 -3.082
H -4.855 5.476 -2.285
H -2.816 3.224 -2.454
H -2.551 2.653 -0.741
H -2.357 4.345 -1.191
C -2.748 1.342 1.844
C -1.450 2.049 2.142
O -0.448 1.420 2.413
C -1.344 3.565 2.058
H -2.542 0.729 0.972
H -3.592 2.019 1.741
H -3.022 0.757 2.726
H -2.229 3.971 1.560
H -0.458 3.873 1.508
H -1.321 3.971 3.069
*
```

Calculated atomic charges, method Mulliken, unit e: Rb 0.948; O 0.488; C 0.334; O -0.853; O -0.845; H -0.137; C -0.450; C 0.640; O -0.577; C -0.437; H 0.421; H -0.290; H 0.310; H 0.404; H -0.137; H 0.151; C -0.139; C 0.355; O -0.588; C -0.986; H 0.416; H -0.121; H 0.181; H 0.252; H 0.331; H 0.307; C -0.354; C 0.592; O -0.583; C -1.179; H 0.332; H -0.074; H 0.256; H 0.333; H 0.325; H 0.290; C -0.830; C 0.853; O -0.594; C -0.638; H 0.217; H 0.402; H 0.053; H 0.400; H 0.263; H -0.065; C -1.243; C 0.595; O -0.531; C -0.520; H 0.356; H 0.306; H 0.294; H 0.324; H 0.067; H 0.338; C -0.790; C 0.808; O -0.550; C -1.145; H 0.055; H 0.290; H 0.421; H 0.296; H 0.293; H 0.357